Entry from OMol25: a molecular structure, C19H36As3ClN2NaO2 (ωB97M-V/def2-TZVPD).

```
64
Properties=species:S:1:pos:R:3
Na 1.817 -1.681 -0.043
N 4.046 -0.999 -0.107
N 3.993 -1.385 1.250
C 2.978 -0.855 2.111
O 3.275 -0.806 3.305
O 1.887 -0.544 1.552
H 4.423 -1.764 -0.657
H 4.637 -0.183 -0.236
H 4.879 -1.429 1.735
C -2.374 -0.741 -1.031
As -0.792 -0.811 0.157
C -1.603 -2.093 1.405
C -1.188 0.716 1.345
C -0.806 2.150 0.950
C -1.166 2.454 -0.506
C 0.696 2.395 1.179
As 1.994 1.707 -0.141
C 2.136 3.381 -1.238
C 3.543 2.216 0.957
C -1.536 3.126 1.895
As -3.503 3.434 2.003
C -4.405 1.870 1.202
C -3.740 4.599 0.423
H -3.290 -0.514 -0.484
H -2.467 -1.727 -1.489
H -2.242 -0.015 -1.833
H -2.491 -1.653 1.865
H -0.886 -2.353 2.184
H -1.895 -3.001 0.878
H -0.669 0.456 2.271
H -2.261 0.667 1.548
H -0.602 1.791 -1.168
H -0.911 3.488 -0.751
H -2.228 2.302 -0.695
H 0.999 1.944 2.127
H 0.884 3.472 1.251
H 2.075 4.284 -0.627
H 1.370 3.429 -2.011
H 3.108 3.370 -1.736
H 3.388 3.214 1.372
H 4.455 2.231 0.357
H 3.667 1.514 1.780
H -1.160 4.140 1.711
H -1.242 2.881 2.921
H -4.432 1.037 1.903
H -3.947 1.541 0.272
H -5.434 2.168 0.997
H -3.128 5.496 0.520
H -4.784 4.910 0.375
H -3.485 4.097 -0.510
Cl 3.015 -4.913 -3.695
C 1.418 -4.773 -2.983
C 0.337 -5.073 -3.776
C -0.959 -4.952 -3.277
C -1.115 -4.517 -1.961
C -0.033 -4.218 -1.174
C 1.323 -4.327 -1.629
C 2.402 -3.995 -0.820
H 0.497 -5.418 -4.790
H -1.813 -5.191 -3.897
H -2.116 -4.427 -1.546
H -0.167 -3.907 -0.142
H 3.397 -4.306 -1.105
H 2.228 -3.910 0.252
```

Highest occupied orbital energy   -2.91 eV
Total charge   -1
Energy relative to the best compared isomer or geometry (same formula, charge and spin)   2.8 kcal per mole
Orbital gap   0.18582 hartree

Here are the Löwdin charges for atoms 1 to 8, given in e:
1. Na 0.105
2. N -0.008
3. N -0.027
4. C -0.780
5. O -0.011
6. O -0.235
7. H 0.081
8. H 0.069

=====

Entry from OMol25: 3 unconnected molecules or ions with the total composition C2H12N2O2 (ωB97M-V/def2-TZVPD).

```
18
Properties=species:S:1:pos:R:3
C 0.530 1.754 0.277
N -0.569 0.838 -0.087
C -0.082 -0.470 -0.554
N 0.645 -1.256 0.414
H 0.229 2.710 -0.163
H 1.443 1.571 -0.307
H 0.668 1.800 1.345
H -1.127 1.198 -0.855
H -0.963 -1.065 -0.821
H 0.465 -0.314 -1.496
H 0.043 -1.356 1.223
H 1.428 -0.705 0.748
O 2.699 -3.325 -0.594
H 2.089 -2.569 -0.488
H 3.461 -2.941 -1.021
O -3.241 2.429 0.512
H -2.496 2.136 1.027
H -3.999 2.028 0.934
```

Highest occupied orbital energy   -9.43 eV
Total charge   0
Energy relative to the best compared isomer or geometry (same formula, charge and spin)   18.7 kcal per mole
SMILES   CNCN.O.O
Orbital gap   0.37331 hartree

Here are the Löwdin charges for atoms 1 to 8, given in e:
1. C -0.131
2. N -0.136
3. C -0.340
4. N 0.012
5. H 0.079
6. H 0.076
7. H 0.068
8. H 0.092